# 1
Computed, not measured: an isolated molecule of C6H12, with ωB97M-V/def2-TZVPD.

Last column: natural (NBO) charge in e.
Positions of all 18 atoms, in Å:
C -0.59 -0.71 -1.85  -0.622
C -0.38 0.38 -0.81  -0.219
C -1.29 0.42 0.38  -0.419
C 0.19 0.18 0.57  -0.063
C 0.70 -1.23 0.81  -0.607
C 1.01 1.34 1.13  -0.590
H -1.05 -1.64 -1.49  0.209
H -1.32 -0.23 -2.50  0.219
H 0.31 -0.96 -2.43  0.209
H -0.11 1.32 -1.29  0.205
H -1.96 -0.42 0.52  0.209
H -1.70 1.38 0.67  0.214
H 1.72 -1.22 1.21  0.214
H 0.74 -1.72 -0.16  0.211
H 0.07 -1.85 1.46  0.209
H 0.63 2.29 0.73  0.206
H 2.05 1.25 0.83  0.205
H 0.98 1.42 2.22  0.209

Properties
DFT total energy   -235.77541 a.u.
Spin multiplicity   1
SMILES   C[C@H]1CC1(C)C
HOMO level   -0.3497 Ha
Max |F|   0.62 eV/A

***

# 2
Computed, not measured: an isolated molecule of C6H12, with ωB97M-V/def2-TZVPD.

Last column: natural (NBO) charge in e.
Positions of all 18 atoms, in Å:
C -1.37 0.61 1.41  -0.606
C -1.40 -0.60 0.48  -0.395
C -0.01 -1.17 0.20  -0.400
C 0.76 -0.49 -0.94  -0.228
C 1.96 0.37 -0.65  -0.416
C 0.74 0.98 -1.29  -0.424
H -0.65 1.37 1.09  0.197
H -1.08 0.32 2.43  0.201
H -2.35 1.10 1.47  0.209
H -2.02 -1.38 0.94  0.200
H -1.87 -0.35 -0.47  0.200
H -0.09 -2.24 -0.07  0.212
H 0.60 -1.17 1.11  0.198
H 0.84 -1.11 -1.83  0.209
H 2.13 0.59 0.40  0.207
H 2.87 0.23 -1.23  0.212
H 0.79 1.22 -2.34  0.212
H 0.16 1.71 -0.73  0.211

Properties
DFT total energy   -235.77208 a.u.
Spin multiplicity   1
SMILES   CCCC1CC1
HOMO level   -0.3712 Ha
Max |F|   0.27 eV/A

***

# 3
Computed, not measured: a cluster of 2 separate species, C6H12 in total, with ωB97M-V/def2-TZVPD.

Last column: natural (NBO) charge in e.
Positions of all 18 atoms, in Å:
C -1.11 0.69 1.05  -0.603
C -1.26 -0.70 0.43  -0.390
C 0.07 -1.47 0.41  -0.443
C 1.04 -0.91 -0.60  -0.180
C 2.10 -0.16 -0.29  -0.390
C 0.17 2.29 -1.29  -0.192
H -0.33 1.28 0.56  0.210
H -0.82 0.61 2.11  0.208
H -2.05 1.26 1.00  0.213
H -2.00 -1.28 1.00  0.206
H -1.65 -0.62 -0.59  0.195
H -0.13 -2.53 0.17  0.214
H 0.52 -1.45 1.41  0.203
H 0.82 -1.12 -1.65  0.194
H 2.35 0.07 0.74  0.195
H 2.75 0.25 -1.06  0.204
H 0.46 1.51 -2.03  0.080
H -0.94 2.27 -1.37  0.077

Properties
DFT total energy   -235.61140 a.u.
Spin multiplicity   1
HOMO level (spin up / spin down)   -0.3453 / -0.3491 Ha
Max |F|   0.43 eV/A

***

# 4
Computed, not measured: an isolated molecule of C6H12 in a non-equilibrium geometry, with ωB97M-V/def2-TZVPD.

Last column: natural (NBO) charge in e.
Positions of all 18 atoms, in Å:
C 0.08 -1.10 -1.89  -0.414
C -0.17 0.04 -1.21  -0.154
C -0.05 0.21 0.28  -0.141
C 0.56 -1.05 0.90  -0.609
C -1.36 0.52 0.86  -0.592
C 0.92 1.36 0.64  -0.580
H 0.35 -2.03 -1.39  0.195
H -0.07 -1.15 -3.00  0.205
H -0.49 0.93 -1.81  0.200
H 0.83 -0.97 1.98  0.214
H 1.43 -1.40 0.36  0.213
H -0.08 -1.95 0.83  0.207
H -1.70 1.49 0.53  0.208
H -1.36 0.53 1.94  0.210
H -2.14 -0.23 0.63  0.216
H 1.96 1.20 0.44  0.216
H 0.52 2.25 0.16  0.204
H 0.83 1.45 1.80  0.201

Properties
DFT total energy   -235.77566 a.u.
Spin multiplicity   1
SMILES   C=CC(C)(C)C
HOMO level   -0.3526 Ha
Max |F|   2.56 eV/A

***

# 5
Computed, not measured: a structure of composition C6H12BCl2O2PTb in a non-equilibrium geometry, with ωB97M-V/def2-TZVPD.

Last column: Mulliken spin population.
Positions of all 25 atoms, in Å:
C -1.95 -1.12 -2.61  0.005
C -1.81 0.33 -2.07  0.004
C -0.41 0.55 -1.44  0.007
O -0.06 -0.67 -0.69  -0.048
B 0.83 -0.50 0.26  0.116
P 2.29 -1.85 0.29  -0.548
O 2.72 -2.15 -1.11  -0.072
C 0.83 0.65 1.38  0.416
Cl 2.36 1.28 1.85  0.161
C -0.33 1.19 1.99  0.144
C -0.32 2.29 2.99  0.012
Cl -1.85 0.60 1.57  0.159
H -1.96 -1.86 -1.80  0.001
H -2.88 -1.25 -3.17  0.000
H -1.08 -1.32 -3.26  0.000
H -2.02 1.08 -2.84  -0.001
H -2.53 0.44 -1.24  0.002
H 0.31 0.76 -2.25  0.005
H -0.50 1.45 -0.81  0.000
H 1.70 -3.07 0.83  0.023
H 3.39 -1.43 1.13  -0.033
H 0.51 2.22 3.70  0.005
H -1.26 2.27 3.55  0.004
H -0.31 3.27 2.46  0.020
Tb 4.34 -3.12 1.31  5.618

Properties
Charge   +3
DFT total energy   -2496.07402 a.u.
Spin multiplicity   7
HOMO level (spin up / spin down)   -0.7164 / -0.7165 Ha
Max |F|   5.39 eV/A

***

# 6
Computed, not measured: a structure of composition C6H12BeClN2 in a non-equilibrium geometry, with ωB97M-V/def2-TZVPD.

Last column: natural (NBO) charge in e.
Positions of all 22 atoms, in Å:
C -1.40 -1.85 -0.10  -0.888
Be -0.46 -0.07 -0.27  1.084
N 1.11 0.71 -0.08  -1.288
H -0.79 0.25 -1.58  -0.675
H 0.91 1.72 -0.18  0.386
H -0.32 -1.39 0.06  0.013
H -1.43 -2.45 -1.02  0.231
H -2.24 -1.13 -0.16  0.267
H -1.62 -2.50 0.75  0.240
H 1.42 0.59 0.88  0.377
H 1.91 0.53 -0.69  0.360
Cl -2.81 -0.40 4.54  -0.044
C -2.36 0.51 3.15  -0.052
C -2.94 1.76 2.89  -0.461
C -2.60 2.44 1.72  -0.256
C -1.74 1.83 0.82  -0.054
N -1.16 0.64 1.09  -0.898
C -1.43 -0.02 2.26  -0.124
H -3.65 2.17 3.60  0.199
H -2.98 3.43 1.49  0.199
H -1.51 2.27 -0.16  0.194
H -0.97 -0.99 2.44  0.191

Properties
Charge   -1
DFT total energy   -820.18186 a.u.
Spin multiplicity   1
HOMO level (spin up / spin down)   0.0098 / 0.0090 Ha
Max |F|   2.94 eV/A

***

# 7
Computed, not measured: a structure of composition C6H12BrHgN2 in a non-equilibrium geometry, with ωB97M-V/def2-TZVPD.

Last column: natural (NBO) charge in e.
Positions of all 22 atoms, in Å:
C -0.71 0.89 -3.68  -0.876
Hg 0.16 -0.44 -1.19  0.424
N 1.22 -2.05 -2.16  -1.417
H -0.65 0.78 -0.26  -0.255
H 0.00 1.02 -2.84  0.206
H -1.24 1.82 -3.85  0.200
H -1.43 0.11 -3.45  0.216
H -0.09 0.69 -4.56  0.200
H 0.96 -2.96 -1.79  0.356
H 2.23 -1.96 -2.10  0.349
H 0.97 -2.03 -3.15  0.362
Br -1.98 -1.57 4.22  -0.013
C -0.89 -0.43 3.17  -0.073
C -0.16 0.61 3.75  -0.417
C 0.66 1.42 2.96  -0.230
C 0.76 1.21 1.62  -0.053
N -0.03 0.23 1.10  -0.650
C -0.81 -0.66 1.82  -0.105
H -0.23 0.77 4.81  0.203
H 1.23 2.22 3.39  0.192
H 1.38 1.79 0.92  0.186
H -1.33 -1.45 1.28  0.195

Properties
Charge   -1
DFT total energy   -3072.55989 a.u.
Spin multiplicity   1
HOMO level (spin up / spin down)   -0.0064 / -0.0063 Ha
Max |F|   1.81 eV/A

***

# 8
Computed, not measured: a structure of composition C6H12BrO4P in a non-equilibrium geometry, with ωB97M-V/def2-TZVPD.

Last column: natural (NBO) charge in e.
Positions of all 24 atoms, in Å:
C -0.15 -1.30 -0.29  0.570
C 1.37 -0.29 1.06  -0.786
C 0.25 -2.65 -0.85  -0.726
C -2.57 -1.67 -0.11  -0.264
C 2.29 2.70 -0.77  -0.288
C -0.96 1.48 1.80  -0.243
O -0.16 -0.13 -1.21  -0.829
O -1.31 -1.33 0.49  -0.580
O 1.43 1.74 -1.33  -0.761
O -0.31 1.72 0.57  -0.830
P 0.72 0.75 -0.21  2.221
Br 2.96 -0.96 0.30  0.012
H 1.29 -2.44 -1.31  0.250
H -0.32 -2.87 -1.74  0.236
H 0.13 -3.17 0.08  0.255
H -2.90 -0.82 -0.73  0.182
H -3.24 -1.83 0.89  0.207
H -2.66 -2.40 -0.82  0.180
H 2.94 2.80 -1.65  0.210
H 2.85 2.53 0.21  0.205
H 1.64 3.71 -0.54  0.184
H -1.96 1.49 1.71  0.175
H -0.82 2.44 2.31  0.184
H -0.50 0.50 2.13  0.236

Properties
DFT total energy   -3451.96049 a.u.
Spin multiplicity   1
HOMO level (spin up / spin down)   -0.2997 / -0.2997 Ha
Max |F|   4.54 eV/A

***

# 9
Computed, not measured: a cluster of 6 separate species, C6H12Cl12 in total in a non-equilibrium geometry, with ωB97M-V/def2-TZVPD.

Last column: natural (NBO) charge in e.
Positions of all 30 atoms, in Å:
Cl -2.77 -0.29 1.07  -0.027
C -1.05 0.21 1.00  -0.385
Cl -0.02 -0.86 1.96  -0.029
H -0.73 0.21 -0.04  0.209
H -1.01 1.20 1.43  0.232
Cl -1.13 3.69 0.11  -0.020
C -0.08 4.13 -1.23  -0.386
Cl 1.29 5.17 -0.71  -0.045
H 0.41 3.25 -1.63  0.221
H -0.67 4.65 -1.97  0.229
Cl 2.63 -3.01 0.53  -0.029
C 3.32 -1.37 0.41  -0.392
Cl 4.63 -1.09 1.57  -0.024
H 3.61 -1.18 -0.62  0.222
H 2.50 -0.72 0.70  0.222
Cl -1.90 3.28 -4.26  -0.031
C -3.05 2.06 -3.66  -0.376
Cl -2.39 1.25 -2.21  -0.044
H -3.99 2.54 -3.43  0.228
H -3.22 1.28 -4.39  0.226
Cl -0.54 -4.03 -2.81  -0.031
C -1.26 -2.69 -1.88  -0.382
Cl -1.58 -3.14 -0.19  -0.021
H -0.58 -1.84 -1.88  0.212
H -2.22 -2.45 -2.33  0.222
Cl 0.99 -1.26 6.00  -0.034
C 2.08 -1.99 4.81  -0.390
Cl 1.54 -3.64 4.43  -0.020
H 2.13 -1.37 3.92  0.221
H 3.05 -2.01 5.31  0.222

Properties
DFT total energy   -5758.09001 a.u.
Spin multiplicity   1
SMILES   ClCCl.ClCCl.ClCCl.ClCCl.ClCCl.ClCCl
HOMO level   -0.3900 Ha
Max |F|   1.02 eV/A

***

# 10
Computed, not measured: a structure of composition C6H12Cl2Si in a non-equilibrium geometry, with ωB97M-V/def2-TZVPD.

Last column: natural (NBO) charge in e.
Positions of all 21 atoms, in Å:
C -0.78 -2.61 -0.27  -0.367
C -0.18 -1.58 -0.93  -0.229
C 1.24 1.62 -0.37  -0.654
C 0.06 0.15 1.32  -0.656
C -0.69 -0.29 -1.22  -0.415
C -0.09 1.07 0.12  -0.385
Si -1.49 2.37 0.23  1.293
Cl -3.21 1.37 0.46  -0.361
Cl -1.68 3.63 -1.38  -0.353
H -0.20 -3.40 0.16  0.192
H -1.81 -2.74 -0.20  0.184
H 0.90 -1.79 -0.92  0.198
H 0.99 1.93 -1.34  0.218
H 1.61 2.42 0.30  0.214
H 1.89 0.71 -0.33  0.213
H -0.81 -0.46 1.44  0.226
H 0.22 0.80 2.23  0.207
H 0.91 -0.48 1.41  0.220
H -0.31 0.11 -2.22  0.211
H -1.68 -0.03 -1.05  0.211
H -1.28 3.15 1.54  -0.166

Properties
DFT total energy   -1445.69566 a.u.
Spin multiplicity   1
HOMO level   -0.3205 Ha
Max |F|   4.81 eV/A

***

# 11
Computed, not measured: a structure of composition C6H12Cl4KO3Si, with ωB97M-V/def2-TZVPD.

Last column: natural (NBO) charge in e.
Positions of all 27 atoms, in Å:
K -0.14 0.36 -0.76  0.964
Cl 1.02 3.61 -3.96  -0.059
C 2.15 3.40 -2.58  -0.286
Cl 2.46 4.98 -1.81  -0.053
C 1.60 2.32 -1.60  0.718
O 2.01 1.18 -1.88  -0.767
O 0.83 2.71 -0.70  -0.755
H 3.08 3.07 -3.02  0.221
C -4.12 -2.07 -1.74  -1.135
Si -2.44 -2.55 -1.00  1.897
C -2.79 -4.04 0.11  -1.135
C -1.45 -3.25 -2.45  -1.138
O -1.71 -1.35 -0.27  -1.400
H -4.58 -2.91 -2.27  0.207
H -4.01 -1.25 -2.45  0.217
H -4.81 -1.73 -0.97  0.218
H -3.26 -4.86 -0.44  0.207
H -3.46 -3.77 0.94  0.218
H -1.86 -4.41 0.55  0.217
H -1.96 -4.09 -2.93  0.209
H -0.47 -3.60 -2.12  0.216
H -1.27 -2.49 -3.22  0.214
Cl 2.06 0.04 1.53  0.006
C 2.99 -1.04 2.56  -0.393
Cl 3.34 -0.34 4.16  -0.049
H 3.94 -1.23 2.08  0.218
H 2.43 -1.95 2.72  0.223

Properties
Charge   -1
DFT total energy   -3191.94876 a.u.
Spin multiplicity   1
HOMO level   -0.1958 Ha
Max |F|   0.73 eV/A

***

# 12
Computed, not measured: a cluster of 3 separate species, C6H12Cl4O3 in total in a non-equilibrium geometry, with ωB97M-V/def2-TZVPD.

Last column: natural (NBO) charge in e.
Positions of all 25 atoms, in Å:
C -9.75 6.99 -1.15  -0.624
C -8.82 6.74 -2.32  -0.072
O -7.78 7.68 -2.36  -0.495
C -6.87 7.62 -3.31  0.990
O -6.73 6.73 -4.10  -0.643
O -6.16 8.73 -3.27  -0.493
C -5.19 8.93 -4.27  -0.258
H -10.62 6.35 -1.28  0.219
H -10.09 8.02 -1.04  0.217
H -9.18 6.81 -0.24  0.212
H -9.40 6.66 -3.25  0.180
H -8.44 5.71 -2.33  0.188
H -4.44 9.61 -3.87  0.197
H -5.62 9.32 -5.19  0.191
H -4.67 8.00 -4.50  0.190
Cl -3.39 8.20 -1.28  -0.027
C -2.23 7.78 -2.55  -0.388
Cl -0.98 6.66 -1.93  -0.038
H -2.72 7.30 -3.39  0.222
H -1.67 8.65 -2.87  0.229
Cl -2.61 11.87 -1.86  -0.037
C -1.79 11.16 -0.44  -0.386
Cl -0.31 10.33 -0.94  -0.028
H -1.52 11.97 0.22  0.222
H -2.45 10.48 0.09  0.231

Properties
DFT total energy   -2302.29991 a.u.
Spin multiplicity   1
SMILES   CCOC(=O)OC.ClCCl.ClCCl
HOMO level   -0.3999 Ha
Max |F|   2.20 eV/A